ORCA calculation (wB97M-V/def2-TZVPD) on one molecule with the formula CHF2NO2 in a non-equilibrium geometry.

The energy relative to the best compared isomer or geometry (same formula, charge and spin) is 0.584 eV. Its SMILES is O=[N+]([O-])C(F)F. Its charge is 0. As for the total energy: -12069.8464 eV. The HOMO energy is -12.14 eV. The strongest force on any atom comes out at 3.9 eV/A.

Element x y z (Å)
1 F -0.254 1.566 0.528
2 F -1.576 -0.072 0.138
3 O 1.393 -0.368 1.108
4 O 0.527 -1.620 -0.425
5 N 0.612 -0.599 0.206
6 C -0.426 0.399 -0.236
7 H -0.277 0.694 -1.320